(1)
The following is a DFT calculation (ωB97M-V/def2-TZVPD) of C5H21N2SiV as an isolated structure.

Cartesian coordinates (Å):
H -0.79 1.94 -1.52
H 1.14 -0.31 3.08
H -0.82 -2.60 -0.82
H 1.11 1.43 2.72
Si -1.26 0.59 3.07
C -1.73 1.21 1.41
H -1.73 2.72 4.33
H 3.41 1.50 -0.38
H 0.79 0.86 4.39
V -0.61 -0.08 0.14
H -2.73 1.08 0.93
H -2.76 -1.44 2.83
H -2.17 -2.21 0.05
H -3.20 1.74 4.17
H -2.14 1.02 -1.60
H 1.92 0.47 -0.55
N -1.15 -2.09 0.01
C 0.62 0.64 3.31
H 2.67 0.75 1.03
H -0.83 0.59 -2.48
C -1.84 -1.17 3.38
C -2.12 1.69 4.33
H -1.93 1.25 5.32
H -1.06 -1.93 3.19
C 2.90 0.60 -0.02
N -1.12 0.97 -1.57
H -1.20 2.07 0.96
H -2.07 -1.18 4.46
H -0.76 -2.56 0.84
H 3.55 -0.27 -0.20

Computed properties:
Electronic energy = -1545.99119 a.u.
<S²> = 3.780
Charge = -1
Multiplicity = 4
E_HOMO (spin up / spin down) = -0.04 / -0.09 eV
Max |F| = 1.86 eV/Å
Frontier orbital gap (spin up / spin down) = 3.1 / 3.1 eV


(2)
The following is a DFT calculation (ωB97M-V/def2-TZVPD) of a 5-piece molecular cluster, C5H21NO6 overall.

Cartesian coordinates (Å):
H -1.93 -0.27 -2.78
H -0.40 -3.72 -1.08
H -3.25 -0.76 -2.27
H -0.80 -2.33 -2.03
O -1.93 2.30 1.33
H -0.18 4.21 0.36
H 2.67 -2.59 -1.24
C 0.77 -1.99 -0.50
H -2.34 1.63 0.76
H 0.73 -3.24 -2.28
H -1.24 1.90 1.87
C 3.01 -1.08 0.24
H 1.38 2.22 3.24
H 2.03 0.53 0.20
O -2.87 -0.19 -2.96
H -1.60 3.81 0.08
N 0.11 -0.75 -0.07
O 2.98 0.36 0.20
H 2.18 -0.94 -1.74
H 0.95 -2.57 0.42
H -2.54 -1.85 0.31
H 2.58 -1.34 1.22
H -0.68 -1.70 1.66
C -0.86 -0.89 0.96
H -0.32 -0.35 -0.89
C 2.22 -1.64 -0.91
O -2.22 -0.96 0.48
H 4.06 -1.36 0.19
O 0.63 1.92 2.72
O -0.90 4.39 -0.27
H 1.09 1.58 1.95
C 0.04 -2.84 -1.53
H -0.91 -0.02 1.60

Computed properties:
Electronic energy = -709.26244 a.u.
E_HOMO = -10.14 eV
Max |F| = 1.45 eV/Å
Frontier orbital gap = 10.4 eV
Structure (SMILES) = C[C@@H](CCO)NCO.O.O.O.O
ΔE to the lowest compared entry with this formula, charge and spin = 1.341 eV


(3)
The following is a DFT calculation (ωB97M-V/def2-TZVPD) of a 6-piece molecular cluster, C5H21NO6 overall.

Cartesian coordinates (Å):
H 0.48 0.41 -1.14
H 0.63 -2.43 -1.70
H -0.39 -1.67 3.24
H 3.30 1.69 0.31
H -3.18 -2.00 0.72
N 2.70 0.87 0.12
H 1.10 3.08 -1.61
C 0.04 -1.28 0.20
C 1.27 2.08 1.47
H 0.18 2.49 1.77
O -0.32 -2.50 2.75
C 0.24 0.27 -0.05
C 1.34 1.06 0.60
O -2.33 2.13 1.26
H 0.52 -2.74 3.22
H 1.89 2.23 -2.88
O 0.46 0.12 -3.54
H 0.93 -1.84 0.64
H -0.67 -1.41 0.91
H -0.78 0.62 0.43
H -3.14 1.79 1.65
O 1.10 2.68 -2.62
H -2.56 -1.87 2.23
H -1.89 2.22 2.16
H -0.55 -1.05 -2.11
H 2.08 2.42 2.02
O -3.24 -1.57 1.71
C -0.24 -1.77 -1.32
O -1.45 -2.58 -1.23
H 2.78 0.57 -0.88
H 0.97 0.91 -3.35
H 0.45 0.07 -4.53
H -1.71 -3.04 -0.44

Computed properties:
Electronic energy = -709.13039 a.u.
E_HOMO = -8.25 eV
Max |F| = 6.36 eV/Å
Frontier orbital gap = 8.5 eV
Structure (SMILES) = C=C(N)CCCO.O.O.O.O.O
ΔE to the lowest compared entry with this formula, charge and spin = 4.934 eV


(4)
The following is a DFT calculation (ωB97M-V/def2-TZVPD) of a 6-piece molecular cluster, C5H21NO7 overall.

Cartesian coordinates (Å):
H -2.18 -2.69 -1.59
H 0.68 1.55 -0.45
H 0.47 1.05 3.24
H 0.03 -0.50 2.57
H -1.22 2.70 0.23
O -2.72 -2.33 -2.32
H 0.04 -0.96 -0.39
O -0.59 -2.91 -0.63
O -1.55 -0.18 -3.87
N -0.40 0.98 1.25
O -1.62 -2.69 2.36
C 0.78 0.87 0.38
C -0.96 2.35 1.22
H 1.44 -0.42 -1.04
H 0.71 0.63 -3.72
H -0.69 -2.85 0.33
H -3.13 -1.63 -1.80
H -0.18 3.02 1.64
O 2.87 2.05 0.38
H -1.65 2.44 2.06
C -0.28 0.55 2.63
H -0.15 1.86 -3.37
H 1.33 -1.29 0.73
H -1.26 0.57 3.10
H -0.25 -3.79 -0.63
C 1.03 -0.61 -0.05
H -1.15 -1.98 2.81
O 2.44 0.82 2.19
H -1.46 0.20 -3.00
C 2.12 1.21 1.10
O 0.72 1.47 -3.26
H 3.72 2.24 0.80
H -2.10 -0.94 -3.63
H -2.54 -2.53 2.55

Computed properties:
Electronic energy = -784.50539 a.u.
E_HOMO = -8.62 eV
Max |F| = 3.90 eV/Å
Frontier orbital gap = 8.9 eV
Structure (SMILES) = C[C@H](C(=O)O)N(C)C.O.O.O.O.O
ΔE to the lowest compared entry with this formula, charge and spin = 2.148 eV


(5)
The following is a DFT calculation (ωB97M-V/def2-TZVPD) of a 7-piece molecular cluster, C5H21NO7 overall.

Cartesian coordinates (Å):
C 0.02 1.44 1.13
H -3.09 1.58 -1.32
H 1.52 -1.86 3.86
H 2.87 1.86 0.79
O -1.01 -1.24 -3.57
H -1.93 -1.72 2.04
H 1.32 3.11 1.48
H 2.60 2.47 -0.80
O 1.14 -2.05 3.00
H -1.04 1.56 0.95
C -0.37 -0.72 -0.06
H 1.74 0.27 -1.45
H 0.19 0.81 -2.59
H -2.32 -1.11 3.46
H -0.94 -2.15 -3.88
O -0.95 -3.41 0.98
C 0.88 2.60 0.64
O -2.28 1.22 -0.96
H -1.75 1.05 -1.75
N 0.42 0.30 0.31
H 0.16 1.32 2.20
H -1.04 -1.10 0.71
C 1.70 0.48 -0.39
H 0.46 3.31 -0.07
H 2.41 -0.23 0.05
O -0.04 -1.48 -0.98
H -0.84 -1.34 -2.61
C 2.13 1.89 0.00
H -1.05 -3.18 0.05
H 1.45 -1.47 2.30
H -0.24 0.56 -3.98
H -0.10 -3.14 1.34
O -2.14 -0.92 2.54
O 0.11 1.29 -3.42

Computed properties:
Electronic energy = -784.53560 a.u.
E_HOMO = -9.74 eV
Max |F| = 2.29 eV/Å
Frontier orbital gap = 10.1 eV
Structure (SMILES) = O=CN1CCCC1.O.O.O.O.O.O
ΔE to the lowest compared entry with this formula, charge and spin = 1.326 eV


(6)
The following is a DFT calculation (ωB97M-V/def2-TZVPD) of a 5-piece molecular cluster, C5H22N2O4 overall.

Cartesian coordinates (Å):
C -2.95 1.19 -0.67
H -2.85 -2.16 0.34
C -1.80 0.17 1.30
H -4.00 1.03 -0.40
H 2.63 -0.17 0.29
O 2.56 1.31 1.15
H -0.23 -2.96 -0.67
H 3.43 -1.44 -0.05
H 1.11 1.75 -1.13
C -2.00 1.46 0.50
H -1.13 1.86 -0.06
H 2.18 0.44 -2.97
H -1.56 -2.69 -1.52
C -1.78 -2.25 0.46
O 1.18 2.62 -0.71
H 0.31 -1.43 2.12
N 0.32 -1.06 1.17
C -1.04 -0.93 0.57
H 0.92 -1.61 0.58
H -2.72 -0.29 1.66
H -2.77 0.28 -1.21
H -1.39 0.49 2.27
H -1.56 -2.94 1.32
H -2.37 2.28 1.11
H -3.09 2.03 -1.36
H 2.43 0.17 -1.49
O 2.37 0.91 -2.16
O 2.68 -0.92 -0.36
H 2.02 2.87 -1.07
H -0.80 -0.55 -0.44
H 2.19 2.15 0.81
H 1.80 0.90 1.59
N -1.24 -3.10 -0.63

Computed properties:
Electronic energy = -614.15133 a.u.
E_HOMO = -9.28 eV
Max |F| = 2.22 eV/Å
Frontier orbital gap = 9.8 eV
Structure (SMILES) = CCC[C@@H](N)CN.O.O.O.O
ΔE to the lowest compared entry with this formula, charge and spin = 1.172 eV